Below is one molecule with the formula C23H31N3O5S at a distorted geometry, with properties calculated with wB97M-V/def2-TZVPD.

Geometry as XYZ:
```
63
Properties=species:S:1:pos:R:3:forces:R:3
C -5.632342 -1.463850 2.777721 -0.1708 0.1231 -0.1674
C -5.851259 -0.388070 1.721179 0.2981 -0.0062 0.1594
C -4.568579 0.391744 1.444916 -0.3840 0.0760 -0.2729
C -4.745043 1.381730 0.291526 0.0303 -0.2429 0.1622
N -3.536361 2.134145 0.038919 -0.2231 0.1575 0.2662
C -2.637094 1.779123 -0.904531 0.1535 0.6883 0.2190
O -2.852328 0.888020 -1.702482 -0.0300 -0.3908 -0.3269
C -1.367378 2.633169 -0.883894 0.1806 0.0322 -0.1819
C -0.443433 2.304045 -2.061121 -0.2072 -0.1809 0.0423
C 0.124253 0.891051 -1.926196 -0.0720 0.1345 -0.7404
N 0.776533 0.671896 -0.650637 1.1431 0.2249 0.0806
S 2.341955 1.243979 -0.566459 0.1086 -0.4286 0.2453
O 2.400549 2.625915 -0.157897 -0.0807 -0.2005 0.1277
O 3.000230 0.887639 -1.786170 -0.1694 -0.0825 -0.1354
C 3.050385 0.285426 0.740193 0.1568 -0.2801 -0.3407
C 3.335785 0.671102 2.081993 0.0421 -0.3150 -0.1989
C 2.916658 1.910702 2.777185 0.0549 0.0716 0.1695
N 4.054378 -0.249727 2.665322 -0.1187 0.9205 0.9276
O 4.280543 -1.236484 1.760987 -0.1427 -0.4687 -0.9904
C 3.682403 -0.930397 0.602042 -0.4864 0.7593 -0.0049
C 3.851154 -1.797045 -0.548578 0.1741 -0.4524 -0.1322
C 2.863798 -2.351961 -1.255544 0.4423 0.0932 0.2021
C 1.448211 -2.344079 -0.927643 -0.4643 -0.1487 -0.1091
C 0.504223 -2.406454 -1.949639 0.3154 0.0136 0.2640
C -0.851615 -2.392668 -1.684601 -0.4347 -0.0562 0.0816
C -1.301357 -2.351768 -0.368151 0.2219 0.0160 -0.0323
O -2.604301 -2.324457 0.010418 0.2544 -0.0256 0.2174
C -3.593656 -2.253993 -0.997164 -0.1216 0.0556 -0.2392
C -0.361081 -2.347012 0.666567 -0.1637 0.0053 -0.0234
C 0.986092 -2.335114 0.390622 -0.0901 -0.1556 -0.0843
C -0.045588 1.004717 0.488552 -0.1712 0.3561 0.5108
C -0.584601 2.434216 0.422149 -0.0226 -0.0664 0.0166
H -4.863749 -2.161464 2.452901 0.0967 -0.1128 0.0098
H -6.550381 -2.018608 2.955806 -0.0418 -0.1061 0.0874
H -5.313892 -1.017536 3.717201 0.0480 0.0010 0.1265
H -6.196285 -0.852731 0.794880 -0.0769 0.0255 -0.0633
H -6.631987 0.300155 2.053501 -0.0752 0.0125 -0.0740
H -3.767229 -0.304816 1.192053 0.1134 -0.0092 0.0054
H -4.270934 0.933079 2.347004 0.0716 0.0026 0.0469
H -5.556909 2.081296 0.510564 0.0030 -0.0649 -0.0644
H -4.980026 0.842254 -0.628509 -0.0754 0.0902 0.0799
H -3.293296 2.848809 0.705627 0.0947 -0.0241 -0.1264
H -1.682602 3.681450 -0.956854 -0.0015 -0.1030 0.0285
H -0.996047 2.374119 -2.998705 0.0469 0.0273 -0.0240
H 0.378851 3.022199 -2.077236 -0.0460 0.0687 -0.0462
H 0.876610 0.701666 -2.691453 -0.1999 -0.0515 -0.1331
H -0.681069 0.160939 -2.019971 0.2011 0.0995 0.0269
H 1.945988 1.766371 3.251247 -0.0726 0.0340 0.0243
H 2.836294 2.716157 2.051552 0.0169 0.0513 0.1368
H 3.639756 2.158631 3.548876 0.0032 0.0487 0.0624
H 4.881817 -1.959646 -0.832820 0.0567 -0.0310 -0.1395
H 3.127647 -2.887895 -2.157954 0.1143 -0.0227 -0.0708
H 0.839039 -2.434776 -2.975959 0.0404 -0.0182 -0.1341
H -1.548531 -2.408615 -2.507090 -0.0942 0.0143 -0.0599
H -3.494770 -1.330838 -1.575539 -0.0205 -0.0674 0.0296
H -4.546268 -2.259093 -0.470395 0.0031 0.0019 -0.0506
H -3.548501 -3.120824 -1.662530 -0.0030 -0.0120 0.0399
H -0.719766 -2.352022 1.684587 -0.0415 -0.0056 0.1233
H 1.691910 -2.354724 1.206740 0.0401 -0.0186 0.1078
H 0.566768 0.863147 1.380715 -0.1955 -0.0773 0.1744
H -0.872880 0.288510 0.518157 0.1043 -0.0239 0.0622
H -1.204125 2.629113 1.300102 0.0209 0.0121 0.0292
H 0.261146 3.123738 0.432711 -0.1539 0.0325 0.0730
```
Positions in Å, forces in eV/Å.

The calculation puts the HOMO energy at -8.19 eV. The energy above the lowest of the compared OMol25 structures with the same formula, charge and spin is 392.4 kJ/mol.

Atomic partial charges in e from the Mulliken method, atoms 1 to 2:
1 C -1.260
2 C -0.598

***

Below is an isolated ion of composition C6H7Cl3NO and charge +1 at a distorted geometry, with properties calculated with wB97M-V/def2-TZVPD.

Geometry as XYZ:
```
18
Properties=species:S:1:pos:R:3:forces:R:3
C 1.011244 -1.259923 -1.321658 -2.4675 1.4098 0.0028
N -0.109339 -0.764419 -0.411819 1.9620 1.4206 0.4879
C -0.471138 -1.671483 0.654977 1.0628 -4.0429 0.5777
C -0.006874 0.612186 0.099308 1.2069 0.0209 -0.2510
C 0.949905 1.538376 0.130777 0.4838 0.6878 0.1973
Cl 2.596219 1.530021 -0.226876 -0.1269 0.0964 0.0189
C -0.036105 2.632987 0.667455 1.1087 -0.3614 -0.5223
O 0.031095 3.774268 0.968899 -0.3550 -1.1529 -0.2616
C -1.097554 1.473627 0.611221 -1.1737 0.3571 0.2594
Cl -2.474817 1.645783 -0.470254 0.0431 0.0965 -0.4308
Cl -1.683549 1.058176 2.190694 -0.2425 -0.0974 0.9981
H 1.963239 -1.271581 -0.969057 2.3418 -0.3194 2.2804
H 0.703848 -2.154967 -1.720357 -0.6787 -2.3575 -0.4613
H 1.121978 -0.634734 -2.144282 -0.4399 1.6306 -1.4660
H -0.927800 -0.597964 -0.918511 -1.8621 -0.4647 -2.0587
H 0.397474 -1.870518 1.271202 0.2579 0.4816 0.2431
H -1.239592 -1.291358 1.250769 -1.1921 0.6672 0.7022
H -0.728235 -2.748479 0.337511 0.0714 1.9278 -0.3160
```
Positions in Å, forces in eV/Å.

The calculation puts the HOMO energy at -14.19 eV. The energy above the lowest of the compared OMol25 structures with the same formula, charge and spin is 0.0 kJ/mol. As for the net charge: +1.

Atomic partial charges in e from the Mulliken method, atoms 1 to 2:
1 C -1.188
2 N 0.274

***

Below is one molecule with the formula C5H4N2O at a distorted geometry, with properties calculated with wB97M-V/def2-TZVPD.

Geometry as XYZ:
```
12
Properties=species:S:1:pos:R:3:forces:R:3
C -2.465292 0.052317 0.108132 0.8920 0.8985 2.5538
C -1.548661 -0.938980 0.015903 -2.0347 0.4711 -1.4658
C -0.252567 -0.526048 -0.123254 7.7802 -4.3804 0.1301
N 0.790807 -1.421585 -0.158783 -2.0969 3.3533 1.4141
N 2.138550 -0.567385 0.225218 -2.0388 -3.0496 -1.3208
C 1.835008 0.616475 0.060956 -1.1152 0.8908 -0.5169
C 0.265850 0.821043 -0.103108 6.3956 -6.5834 0.4838
O -0.404361 1.704771 -0.104500 -4.0296 9.8215 -0.3050
H -1.951216 1.177037 0.379833 -2.6705 -3.5564 -1.1860
H -3.475836 -0.264162 0.382254 0.0162 0.6551 -0.5070
H -1.541781 -2.008277 -0.160076 -1.3763 -0.1904 0.3929
H 2.692205 1.231182 0.017170 0.2780 1.6698 0.3269
```
Positions in Å, forces in eV/Å.

The calculation puts the HOMO energy at -9.58 eV. The energy above the lowest of the compared OMol25 structures with the same formula, charge and spin is 477.4 kJ/mol.

Atomic partial charges in e from the Mulliken method, atoms 1 to 2:
1 C -0.754
2 C -0.253

***

Below is C6H12O as an isolated structure, with properties calculated with wB97M-V/def2-TZVPD.

Geometry as XYZ:
```
19
Properties=species:S:1:pos:R:3:forces:R:3
C 2.813710 0.215288 0.349082 0.0153 0.0513 -0.0016
C 1.416073 -0.405138 0.315066 -0.0031 -0.0774 0.0116
C 0.251374 0.593722 0.383034 0.0373 0.0400 -0.0408
C -1.078670 -0.154795 0.479868 0.2296 -0.1424 0.0621
C -1.602433 -0.798921 -0.820920 0.3023 -0.3046 -0.1058
O -2.757649 0.053198 -0.842696 -0.0256 0.0566 -0.0384
C -2.439362 0.563057 0.460772 0.0994 0.1844 0.3486
H 2.982764 0.894602 -0.494622 -0.0817 -0.0853 0.1153
H 2.973533 0.783122 1.273023 -0.0536 -0.0510 -0.1310
H 3.587005 -0.561794 0.305049 -0.1676 0.1434 0.0001
H 1.318800 -1.098762 1.160878 0.0164 0.0487 -0.1078
H 1.317924 -1.015495 -0.594169 -0.0367 0.0836 0.1426
H 0.276999 1.244441 -0.501409 -0.1215 -0.0767 0.0599
H 0.391249 1.254224 1.250867 -0.0960 -0.1438 -0.0642
H -1.018097 -0.857968 1.319868 0.0559 0.0646 -0.1904
H -1.867351 -1.860587 -0.727187 -0.0678 0.1572 -0.0275
H -0.982287 -0.677313 -1.720318 -0.0761 0.0813 0.1854
H -2.474719 1.658938 0.523419 0.1050 -0.1957 -0.1460
H -3.102359 0.138199 1.222360 -0.1315 0.1658 -0.0721
```
Positions in Å, forces in eV/Å.

The calculation puts the HOMO energy at -9.58 eV. The energy above the lowest of the compared OMol25 structures with the same formula, charge and spin is 134.7 kJ/mol.

Atomic partial charges in e from the Mulliken method, atoms 1 to 2:
1 C -1.267
2 C -0.290